Record 1
ORCA calculation (the ωB97M-V functional and the def2-TZVPD basis) on C21H21As2NO12W as an isolated structure.

The geometry in XYZ format:
```
58
Properties=species:S:1:pos:R:3:lowdin_charge:R:1
W -0.098 2.171 -0.278 1.86
O -2.252 2.817 0.521 0.08
C -1.445 3.040 1.430 -0.49
O -0.594 2.077 1.718 -0.18
C -0.802 4.427 1.510 -0.11
C -0.777 5.619 2.190 0.07
C 0.204 6.537 1.783 0.04
C 1.131 6.250 0.781 0.08
C 1.024 5.019 0.161 -0.12
N 0.050 4.211 0.516 0.01
C 1.905 4.310 -0.841 -0.41
O 2.812 4.767 -1.435 0.24
O 1.502 2.982 -0.974 -0.18
H -1.453 5.840 3.003 0.14
H 0.261 7.490 2.293 0.14
H 1.914 6.944 0.512 0.15
C 3.294 -3.623 0.645 0.05
O 2.955 -3.092 1.959 0.10
C 1.896 -2.466 2.224 -0.47
O 1.841 -1.836 3.350 -0.10
C 0.713 -2.030 1.450 -0.30
C -0.104 -2.626 0.588 -0.27
As -1.622 -1.674 -0.252 1.35
C -1.579 -2.515 -2.029 -0.26
C -0.689 -0.012 -0.905 -0.37
C 0.642 0.455 -0.714 -0.23
As 0.593 -0.517 2.745 1.41
C -0.971 -1.191 3.681 -0.27
C 1.967 -0.226 -0.725 -0.51
O 2.574 -0.458 0.288 0.10
O 2.468 -0.519 -1.910 0.03
C 1.816 -0.057 -3.113 0.01
C -1.550 0.834 -1.679 -0.57
O -1.124 2.033 -1.969 -0.09
O -2.763 0.468 -1.946 -0.04
C -3.675 1.450 -2.529 0.05
C -0.023 -4.133 0.477 -0.51
O 0.838 -4.783 1.005 0.13
O -1.076 -4.631 -0.145 -0.07
C -1.166 -6.081 -0.168 0.02
H 3.184 -4.699 0.690 0.11
H 4.325 -3.326 0.493 0.12
H 2.650 -3.186 -0.112 0.09
H -2.215 -3.393 -2.014 0.03
H -0.567 -2.802 -2.307 0.04
H -1.977 -1.799 -2.744 0.03
H -1.828 -1.144 3.006 0.02
H -1.168 -0.571 4.553 0.04
H -0.808 -2.224 3.986 0.05
H 2.515 -0.265 -3.915 0.11
H 1.631 1.016 -3.058 0.10
H 0.891 -0.608 -3.279 0.09
H -4.613 0.921 -2.643 0.11
H -3.291 1.775 -3.492 0.11
H -3.779 2.289 -1.846 0.10
H -2.098 -6.303 -0.675 0.10
H -1.173 -6.462 0.849 0.11
H -0.318 -6.490 -0.711 0.11
```

Output
- total charge = +2
- calculated total energy (eV) = -171662.771
- HOMO-LUMO gap (eV) = 7.3
- lowest unoccupied orbital energy (eV) = -7.19
- max |F| (Eh/bohr) = 0.0091
- ΔE to the lowest compared entry with this formula, charge and spin (kcal per mole) = 0.0

---

Record 2
ORCA calculation (the ωB97M-V functional and the def2-TZVPD basis) on C21H21BN8O3Ti as an isolated structure in a non-equilibrium geometry.

The geometry in XYZ format:
```
55
Properties=species:S:1:pos:R:3:lowdin_charge:R:1
Ti 0.001 0.312 0.738 1.16
C -3.212 0.224 -2.086 -0.02
C -2.629 -0.259 -0.926 -0.09
N -1.481 0.379 -0.687 -0.06
N -1.289 1.262 -1.708 0.03
C -2.322 1.178 -2.551 -0.03
B 0.000 2.188 -1.771 -0.58
N 1.290 1.263 -1.708 0.03
C 2.324 1.181 -2.550 -0.03
C 3.215 0.227 -2.084 -0.02
C 2.631 -0.257 -0.926 -0.09
N 1.482 0.380 -0.688 -0.06
N 0.001 3.072 -0.491 0.04
C 0.000 4.398 -0.266 -0.03
C 0.001 4.614 1.097 -0.03
C 0.001 3.345 1.658 -0.11
N 0.001 2.411 0.709 -0.07
N 0.000 2.911 -3.088 -0.03
C 0.000 2.325 -4.320 -0.12
C 0.000 3.316 -5.260 -0.05
C -0.002 4.506 -4.503 -0.13
N -0.002 4.271 -3.205 0.08
H -4.144 -0.076 -2.533 0.11
H -2.973 -1.022 -0.246 0.13
H -2.366 1.806 -3.426 0.13
H 2.368 1.809 -3.425 0.13
H 4.148 -0.071 -2.531 0.11
H 2.975 -1.020 -0.246 0.13
H 0.000 5.076 -1.099 0.11
H 0.001 5.563 1.604 0.11
H 0.001 3.049 2.695 0.12
H 0.001 1.251 -4.432 0.13
H 0.000 3.205 -6.331 0.10
H -0.002 5.527 -4.856 0.11
C -0.003 -6.618 0.935 -0.03
O -0.004 -6.108 2.275 -0.03
C -0.003 -4.798 2.463 -0.26
C -0.003 -4.410 3.846 0.02
C -0.001 -3.110 4.153 0.01
C 0.000 -2.072 3.132 -0.08
C 0.001 -0.739 3.487 -0.30
C 0.005 -0.198 4.875 0.03
O -0.003 0.218 2.601 -0.14
C 0.000 -2.495 1.758 -0.29
O 0.002 -1.643 0.787 -0.13
C -0.001 -3.869 1.453 0.07
H -0.004 -7.697 1.029 0.10
H 0.893 -6.291 0.408 0.10
H -0.899 -6.290 0.407 0.10
H -0.006 -5.183 4.601 0.13
H -0.003 -2.834 5.196 0.11
H 0.034 -0.940 5.662 0.07
H -0.888 0.419 4.994 0.11
H 0.866 0.465 4.972 0.11
H 0.000 -4.147 0.411 0.12
```

Output
- total charge = +1
- calculated total energy (eV) = -63972.678
- HOMO-LUMO gap (spin up / spin down) (eV) = 7.4 / 8.4
- lowest unoccupied orbital energy (spin up / spin down) (eV) = -3.23 / -3.36
- max |F| (Eh/bohr) = 0.0202
- ΔE to the lowest compared entry with this formula, charge and spin (kcal per mole) = 0.0
- multiplicity = 2